one) H34O17 | the ωB97M-V functional and the def2-TZVPD basis

CARTESIAN COORDINATES (ANGSTROEM)
O -0.564 -2.203 1.481
H -0.196 -2.748 0.742
H 0.122 -2.128 2.154
O -0.570 -2.730 -1.413
H -0.782 -3.639 -1.424
H 0.309 -2.699 -1.863
O -2.562 -1.075 -2.325
H -1.871 -1.604 -1.817
H -3.247 -1.149 -1.737
O 0.125 -0.077 -0.386
H 0.780 0.280 0.184
H -0.454 -0.527 0.185
O 1.650 2.376 -1.588
H 1.643 2.202 -0.657
H 2.545 2.559 -1.837
O 0.571 0.437 -3.454
H 0.084 1.063 -2.847
H -0.073 -0.290 -3.392
O -1.165 0.570 2.360
H -1.495 0.711 3.230
H -1.951 0.414 1.871
O 2.090 -1.799 -0.549
H 1.257 -1.339 -0.801
H 2.821 -1.304 -0.922
O 3.217 -0.166 -2.367
H 2.419 0.351 -2.170
H 3.958 0.382 -2.131
O 1.998 1.311 0.943
H 2.962 1.291 0.901
H 1.879 1.155 1.888
O 0.945 3.812 1.419
H 1.030 2.879 1.333
H 0.089 3.762 1.850
O -2.817 -0.367 0.450
H -3.002 0.301 -0.221
H -3.535 -0.249 1.131
O -1.155 2.422 0.247
H -1.016 1.822 -0.494
H -1.208 1.818 0.974
O 2.191 -1.331 2.031
H 2.832 -0.740 2.403
H 2.307 -1.384 1.056
O -2.905 -3.554 0.272
H -2.985 -4.081 1.098
H -2.207 -2.925 0.387
O -1.536 1.447 -2.134
H -2.139 1.969 -2.628
H -1.996 0.593 -1.962
O 0.968 1.410 3.444
H 0.374 1.614 4.210
H 0.254 1.157 2.887

Output
Frontier orbital gap ... 9.5 eV
HOMO ... -9.94 eV
Charge ... 0

Löwdin population analysis, charges in e, atoms 1 to 5:
1. O -0.07
2. H 0.05
3. H 0.04
4. O -0.03
5. H 0.05

two) H34O17 | the ωB97M-V functional and the def2-TZVPD basis

CARTESIAN COORDINATES (ANGSTROEM)
O -2.481 -1.945 2.488
H -1.948 -1.119 2.807
H -2.331 -2.662 3.009
O -0.433 1.848 1.036
H -0.239 1.541 0.182
H -1.380 1.695 0.932
O 1.738 -3.399 -2.330
H 1.072 -3.134 -2.981
H 1.337 -3.500 -1.474
O -0.385 -1.640 0.908
H -0.934 -1.931 1.595
H -0.554 -2.039 -0.017
O -0.884 -2.136 -1.569
H -1.789 -2.179 -1.840
H -0.660 -1.128 -1.908
O 2.505 3.197 -0.065
H 1.942 2.678 0.588
H 2.235 4.056 -0.089
O -1.322 0.164 3.546
H -1.151 0.675 2.715
H -0.474 -0.230 3.719
O -4.603 -0.988 1.532
H -4.000 -1.526 2.001
H -5.282 -1.471 1.153
O -0.553 0.643 -1.694
H 0.364 0.590 -1.873
H -0.905 1.344 -2.123
O 2.080 1.881 -2.424
H 2.454 2.573 -1.844
H 2.433 1.032 -2.007
O -2.892 0.863 1.128
H -2.709 0.565 0.294
H -3.345 0.235 1.651
O 1.093 -4.082 0.217
H 1.981 -3.956 0.492
H 0.384 -3.488 0.682
O -0.091 4.558 0.437
H -0.673 4.256 -0.192
H -0.375 3.939 1.193
O 4.103 -0.641 0.395
H 3.293 -0.797 0.888
H 4.310 0.213 0.617
O -1.020 2.797 -3.252
H -1.409 3.389 -3.808
H -0.110 2.720 -3.204
O 2.466 -0.822 -2.054
H 2.148 -1.709 -2.340
H 3.137 -1.056 -1.214
O 1.628 -0.003 1.363
H 1.318 0.817 1.480
H 0.906 -0.688 1.255

Output
Frontier orbital gap ... 10.4 eV
HOMO ... -10.48 eV
Charge ... 0

Löwdin population analysis, charges in e, atoms 1 to 5:
1. O -0.05
2. H 0.05
3. H 0.02
4. O -0.05
5. H 0.00

three) H34O17 | the ωB97M-V functional and the def2-TZVPD basis

CARTESIAN COORDINATES (ANGSTROEM)
O -6.111 -13.081 1.867
H -5.482 -13.792 1.587
H -6.397 -13.615 2.665
O -7.928 -13.671 -0.372
H -7.348 -13.970 -1.085
H -7.422 -13.674 0.413
O -10.862 -13.183 6.835
H -10.307 -12.777 6.182
H -10.715 -12.705 7.636
O -12.440 -15.652 1.944
H -11.583 -15.488 2.335
H -12.326 -15.572 0.983
O -7.303 -10.500 3.556
H -7.334 -11.432 3.430
H -6.515 -10.314 3.066
O -9.797 -11.435 4.816
H -9.430 -10.879 5.539
H -9.990 -10.825 4.091
O -10.580 -13.557 0.266
H -9.781 -13.086 0.135
H -11.143 -13.149 -0.336
O -7.055 -15.495 3.344
H -7.676 -14.774 3.161
H -6.457 -15.112 3.982
O -8.507 -14.498 5.830
H -9.061 -14.460 6.579
H -8.330 -15.390 5.779
O -7.487 -12.331 7.249
H -7.876 -12.703 6.470
H -7.571 -13.021 7.903
O -11.648 -12.940 2.581
H -11.125 -13.289 3.255
H -11.178 -13.018 1.763
O -8.668 -13.396 3.092
H -9.415 -14.050 2.919
H -8.762 -13.061 3.988
O -10.529 -17.270 4.568
H -10.481 -16.403 4.201
H -10.386 -17.884 3.872
O -9.428 -11.254 1.680
H -9.547 -12.037 2.223
H -8.620 -10.841 2.039
O -11.398 -14.733 4.663
H -12.340 -14.501 4.561
H -11.232 -14.539 5.616
O -6.361 -12.946 4.647
H -6.401 -13.515 5.366
H -5.426 -12.846 4.431
O -9.646 -15.658 2.208
H -9.658 -15.545 1.296
H -9.451 -16.612 2.358

Output
Frontier orbital gap ... 9.6 eV
HOMO ... -9.72 eV
Charge ... 0

Löwdin population analysis, charges in e, atoms 1 to 5:
1. O -0.09
2. H 0.08
3. H 0.00
4. O -0.03
5. H 0.06

In terms of stability, three) leads; the second structure lies 4.6 kcal/mol higher.

one) C6H15NO2 | the ωB97M-V functional and the def2-TZVPD basis

CARTESIAN COORDINATES (ANGSTROEM)
C 2.714 0.346 -0.185
C 3.980 -0.493 -0.089
O 1.761 0.046 0.819
O 1.272 -1.292 0.613
H 0.298 -1.142 0.482
H 2.931 1.404 -0.010
H 2.253 0.233 -1.175
H 4.678 -0.204 -0.874
H 3.735 -1.547 -0.204
H 4.458 -0.350 0.879
C -2.198 -1.101 -0.650
C -2.053 -0.513 1.625
N -1.449 -0.789 0.342
C -0.760 1.748 -0.148
C -1.677 2.199 -0.801
H 0.104 1.458 0.393
H -1.684 -1.563 -1.486
H -3.242 -1.388 -0.505
H -1.518 0.316 2.087
H -3.119 -0.263 1.574
H -1.937 -1.374 2.287
H -3.408 0.397 -2.028
H -2.352 2.957 -1.106
H -2.786 0.914 -1.840

Output
Frontier orbital gap ... 10.3 eV
HOMO ... -9.45 eV
Charge ... 0

Löwdin population analysis, charges in e, atoms 1 to 5:
1. C -0.28
2. C -0.08
3. O -0.21
4. O -0.06
5. H 0.04

two) C6H15NO2 | the ωB97M-V functional and the def2-TZVPD basis

CARTESIAN COORDINATES (ANGSTROEM)
C -1.998 -0.261 -0.169
N -0.731 0.148 -0.744
C -0.554 -0.225 -2.132
C -0.268 1.408 -0.346
O -1.010 2.341 -0.085
O 1.017 1.617 -0.792
H -1.959 -0.145 0.911
H -2.165 -1.311 -0.413
H -2.835 0.338 -0.543
H 0.429 0.087 -2.475
H -0.631 -1.303 -2.234
H -1.319 0.257 -2.766
H 1.209 2.559 -0.679
C 0.243 1.218 2.077
C 0.986 0.090 2.147
H -0.786 1.218 2.402
H 0.725 2.185 2.082
H 0.555 -0.833 2.511
H 2.063 0.141 2.073
C 1.408 -1.910 -0.202
H 1.097 -0.960 0.394
H 0.524 -2.521 -0.342
H 1.907 -1.727 -1.149
H 2.092 -2.409 0.474

Output
Frontier orbital gap ... 9.8 eV
HOMO ... -8.97 eV
Charge ... 0

Löwdin population analysis, charges in e, atoms 1 to 5:
1. C -0.05
2. N -0.19
3. C -0.07
4. C -0.61
5. O 0.07

three) C6H15NO2 | the ωB97M-V functional and the def2-TZVPD basis

CARTESIAN COORDINATES (ANGSTROEM)
C 2.446 0.861 -0.688
N 1.166 1.293 -1.222
C 0.014 0.476 -0.843
C -1.173 0.865 -1.722
C -0.340 0.554 0.667
C -0.701 -0.749 1.349
C -1.769 -1.607 0.723
O -0.633 -0.749 2.674
O 0.733 -1.787 1.285
H 2.508 0.832 0.413
H 2.673 -0.139 -1.066
H 3.230 1.531 -1.041
H 0.993 2.269 -1.004
H 0.294 -0.558 -1.070
H -2.055 0.266 -1.488
H -0.926 0.735 -2.775
H -1.436 1.914 -1.561
H -1.197 1.218 0.823
H 0.483 0.983 1.241
H -2.727 -1.098 0.860
H -1.599 -1.771 -0.339
H -1.809 -2.564 1.239
H 0.292 -1.483 2.482
H 1.533 -1.290 1.063

Output
Frontier orbital gap ... 9.9 eV
HOMO ... -9.03 eV
Charge ... 0

Löwdin population analysis, charges in e, atoms 1 to 5:
1. C -0.13
2. N -0.10
3. C -0.41
4. C -0.06
5. C -0.08

In terms of stability, two) leads; the second structure lies 1.8 kcal/mol higher.

one) C6H15NO2 | the ωB97M-V functional and the def2-TZVPD basis

CARTESIAN COORDINATES (ANGSTROEM)
C 0.188 -2.117 1.221
C -1.293 -1.916 0.934
C -1.591 -0.965 -0.197
O -0.877 -0.843 -1.197
H 0.700 -2.529 0.354
H 0.663 -1.168 1.466
H 0.325 -2.788 2.064
H -1.814 -1.548 1.823
H -1.768 -2.869 0.672
H -2.671 -0.757 -0.298
C -1.082 1.203 0.999
C 0.127 1.651 0.608
C 0.345 2.561 -0.540
H -1.969 1.653 0.581
H -1.196 0.771 1.983
H 1.014 1.357 1.155
H 0.938 3.426 -0.233
H 0.921 2.041 -1.320
H -0.598 2.899 -0.968
N 2.098 0.417 -2.099
O 1.692 -0.432 -1.030
H 2.117 -0.148 -2.949
H 3.059 0.673 -1.884
H 0.672 -0.572 -1.145

Output
Frontier orbital gap ... 9.0 eV
HOMO ... -8.47 eV
Charge ... 0

Löwdin population analysis, charges in e, atoms 1 to 5:
1. C -0.09
2. C -0.22
3. C -0.27
4. O 0.00
5. H 0.08

two) C6H15NO2 | the ωB97M-V functional and the def2-TZVPD basis

CARTESIAN COORDINATES (ANGSTROEM)
C -1.313 2.138 1.217
O -1.119 0.757 1.134
C -0.816 -0.287 -0.245
C -0.943 -1.517 0.602
C -1.919 -0.125 -1.271
N 0.434 -0.056 -0.813
C 1.658 0.030 0.002
C 2.478 -1.255 -0.058
O 2.419 1.120 -0.461
H -0.912 2.671 0.341
H -2.378 2.394 1.325
H -0.793 2.524 2.104
H -0.030 -2.097 0.664
H -1.160 -1.018 1.595
H -1.791 -2.127 0.305
H -1.905 -0.971 -1.959
H -2.873 -0.107 -0.750
H -1.809 0.801 -1.833
H 0.420 0.716 -1.470
H 1.368 0.274 1.031
H 2.719 -1.494 -1.095
H 1.946 -2.098 0.373
H 3.401 -1.113 0.502
H 2.916 0.839 -1.239

Output
Frontier orbital gap ... 9.8 eV
HOMO ... -8.91 eV
Charge ... 0

Löwdin population analysis, charges in e, atoms 1 to 5:
1. C -0.18
2. O -0.28
3. C -0.44
4. C -0.01
5. C -0.02

In terms of stability, two) leads; the second structure lies 40.3 kcal/mol higher.

one) C4H7N2 | the ωB97M-V functional and the def2-TZVPD basis

CARTESIAN COORDINATES (ANGSTROEM)
C 0.984 1.150 -0.925
C 0.099 0.672 -1.851
C -1.051 -1.325 -0.755
C 0.485 0.190 1.456
N 0.657 0.157 0.032
N -0.272 -0.346 -0.916
H 1.679 1.913 -0.987
H -0.191 0.973 -2.808
H -0.878 -2.020 0.158
H -1.843 -1.480 -1.475
H -0.540 0.667 1.698
H 0.482 -0.943 1.915
H 1.363 0.533 1.804

Output
Frontier orbital gap (spin up / spin down) ... 7.6 / 7.8 eV
HOMO (spin up / spin down) ... -11.19 / -15.42 eV
Charge ... +1
Spin multiplicity ... 3

Löwdin population analysis, charges in e, atoms 1 to 5:
1. C 0.03
2. C 0.17
3. C 0.06
4. C 0.02
5. N -0.01

two) C4H7N2 | the ωB97M-V functional and the def2-TZVPD basis

CARTESIAN COORDINATES (ANGSTROEM)
C -1.462 -1.038 -0.632
C -0.294 -0.208 -1.109
C 0.437 -0.270 1.316
C 0.706 0.246 -0.043
N -0.429 -1.656 -1.219
N 0.090 1.114 0.907
H -2.407 -1.215 0.012
H -0.417 0.425 -1.968
H 1.213 -0.262 2.098
H 1.742 0.599 -0.246
H -0.307 -2.214 -2.028
H -0.898 1.376 0.882
H 0.725 1.889 1.032

Output
Frontier orbital gap (spin up / spin down) ... 7.6 / 8.2 eV
HOMO (spin up / spin down) ... -11.09 / -14.85 eV
Charge ... +1
Spin multiplicity ... 3

Löwdin population analysis, charges in e, atoms 1 to 5:
1. C -0.07
2. C -0.21
3. C 0.20
4. C -0.19
5. N 0.06

In terms of stability, one) leads; the second structure lies 9.4 kcal/mol higher.